No. 1
Computed, not measured: a molecular structure, C20H31F5O8P2Pt, with wB97M-V/def2-TZVPD.

Properties
- LUMO (hartree) = -0.2947
- charge = +2
- orbital gap (eV) = 8.0
- HOMO level (eV) = -15.985
- energy relative to the best compared isomer or geometry (same formula, charge and spin) (kcal/mol) = 0.0

Element x y z (Å)
1 Pt 0.018 -0.161 0.346
2 C -3.753 -0.514 -2.192
3 C -3.694 0.967 -2.483
4 C -4.119 1.342 -3.882
5 O -2.317 1.502 -2.249
6 P -0.961 0.826 -2.552
7 O -0.545 -0.283 -1.604
8 C 0.183 2.199 -2.396
9 P 0.232 2.920 -0.748
10 O 0.140 1.859 0.346
11 O -0.964 3.875 -0.558
12 C -1.129 5.154 -1.315
13 C -0.881 6.288 -0.354
14 C -2.519 5.126 -1.898
15 O 1.551 3.737 -0.764
16 C 2.671 3.841 0.192
17 C 2.151 4.305 1.533
18 C 3.431 2.536 0.211
19 O -0.975 0.313 -4.008
20 C -0.238 -0.879 -4.528
21 C -0.835 -1.158 -5.884
22 C 1.240 -0.572 -4.559
23 H -4.788 -0.844 -2.277
24 H -3.407 -0.739 -1.183
25 H -3.164 -1.087 -2.911
26 H -4.270 1.522 -1.745
27 H -3.522 0.818 -4.628
28 H -4.032 2.415 -4.045
29 H -5.164 1.065 -4.021
30 H -0.082 2.971 -3.122
31 H 1.188 1.843 -2.635
32 H -0.376 5.160 -2.108
33 H -1.572 6.228 0.487
34 H -1.044 7.237 -0.866
35 H 0.143 6.277 0.017
36 H -3.264 5.138 -1.102
37 H -2.671 4.237 -2.509
38 H -2.667 6.006 -2.523
39 H 3.283 4.624 -0.251
40 H 1.481 3.556 1.954
41 H 1.604 5.241 1.440
42 H 2.988 4.470 2.211
43 H 2.809 1.726 0.599
44 H 4.311 2.634 0.846
45 H 3.770 2.269 -0.790
46 H -0.455 -1.687 -3.830
47 H -0.660 -0.322 -6.561
48 H -1.906 -1.339 -5.812
49 H -0.367 -2.047 -6.305
50 H 1.441 0.292 -5.193
51 H 1.775 -1.427 -4.972
52 H 1.635 -0.396 -3.556
53 O 0.245 -1.954 2.576
54 C 0.027 -2.667 1.504
55 O -0.092 -2.179 0.382
56 H -0.052 -3.737 1.687
57 F 2.714 -0.833 2.115
58 C 1.746 -0.089 2.588
59 C 0.391 -0.534 2.362
60 C -0.648 0.208 3.039
61 F -1.865 -0.265 2.983
62 C -0.384 1.363 3.717
63 F -1.337 2.088 4.258
64 C 0.948 1.779 3.822
65 F 1.206 2.885 4.446
66 C 2.019 1.060 3.267
67 F 3.244 1.526 3.397

These are the natural (NBO) partial charges, in e, on atoms 1 to 5: number 1, Pt, carries 0.98; number 2, C, carries -0.65; number 3, C, carries 0.13; number 4, C, carries -0.64; number 5, O, carries -0.85


No. 2
Computed, not measured: a molecular structure, C20H31KN14OS2 in a non-equilibrium geometry, with wB97M-V/def2-TZVPD.

Properties
- LUMO (hartree) = 0.0112
- orbital gap (eV) = 8.1
- HOMO level (eV) = -7.832
- energy relative to the best compared isomer or geometry (same formula, charge and spin) (kcal/mol) = 23.8

Element x y z (Å)
1 K -1.110 -0.324 0.565
2 C 3.433 -3.885 1.187
3 C 2.425 -2.794 0.938
4 N 2.088 -2.327 -0.200
5 N 2.745 -2.832 -1.292
6 C 2.325 -2.571 -2.562
7 N 3.180 -3.103 -3.489
8 S 0.898 -1.852 -2.986
9 C 1.776 -2.149 2.118
10 C 1.088 -2.914 3.050
11 C 0.538 -2.282 4.150
12 C 0.701 -0.916 4.285
13 C 1.401 -0.235 3.301
14 N 1.938 -0.830 2.235
15 H 3.290 -4.735 0.515
16 H 3.359 -4.244 2.210
17 H 4.451 -3.505 1.052
18 H 3.529 -3.457 -1.162
19 H 4.163 -3.156 -3.277
20 H 2.940 -2.892 -4.444
21 H 0.960 -3.978 2.897
22 H -0.032 -2.847 4.877
23 H 0.279 -0.377 5.123
24 H 1.560 0.835 3.372
25 C -0.296 0.454 -4.660
26 N -1.018 1.507 -3.975
27 C -2.206 1.974 -4.674
28 C -0.981 1.486 -2.592
29 N -0.461 0.591 -1.856
30 N -1.524 2.656 -2.027
31 C -2.092 2.749 -0.754
32 N -1.945 4.023 -0.217
33 N -2.754 1.785 -0.259
34 H -0.230 0.708 -5.718
35 H -0.796 -0.521 -4.573
36 H 0.713 0.354 -4.263
37 H -1.934 2.614 -5.516
38 H -2.847 2.532 -3.998
39 H -2.781 1.126 -5.060
40 H -0.186 -0.241 -2.373
41 H -1.285 3.520 -2.482
42 H -1.013 4.400 -0.323
43 H -2.247 4.079 0.744
44 H -3.049 1.983 0.695
45 O -1.948 -1.908 2.198
46 S -2.635 -0.912 3.100
47 N -2.401 0.515 2.875
48 N 2.300 5.320 3.887
49 C 1.710 4.379 3.069
50 C 2.274 4.025 1.843
51 C 1.619 3.102 1.048
52 N 0.466 2.515 1.365
53 C -0.068 2.859 2.544
54 C 0.502 3.770 3.414
55 H 3.275 5.514 3.738
56 H 2.014 5.336 4.850
57 H 3.212 4.460 1.518
58 H 2.054 2.810 0.098
59 H -0.995 2.356 2.810
60 H 0.015 4.002 4.353
61 N -3.001 -3.005 -0.134
62 C -4.124 -3.501 -0.681
63 C -3.959 -3.442 -2.046
64 C -2.680 -2.878 -2.216
65 N -2.105 -2.609 -1.052
66 H -2.773 -2.842 0.846
67 H -4.941 -3.852 -0.073
68 H -4.655 -3.757 -2.804
69 H -2.151 -2.663 -3.132

These are the natural (NBO) partial charges, in e, on atoms 1 to 5: number 1, K, carries 0.87; number 2, C, carries -0.70; number 3, C, carries 0.23; number 4, N, carries -0.18; number 5, N, carries -0.45